[1]
Density functional theory data (ωB97M-V with the def2-TZVPD basis set) for an isolated molecule of C2HClN2OS in a non-equilibrium geometry.

* structure (SMILES): Sc1nonc1Cl
* orbital gap: 9.914 eV
* charge: 0
* ΔE to the lowest compared entry with this formula, charge and spin: 310.1 kJ/mol

Last column: natural (NBO) charge in e.
Element x y z (Å)
S (0.75009, 1.29645, -1.43190)  -0.010
C (-0.30653, 0.70513, 0.02718)  -0.021
N (-1.31068, 1.14807, 0.74830)  -0.059
O (-1.38848, 0.30392, 1.81914)  -0.154
N (-0.52259, -0.86168, 1.67179)  -0.071
C (-0.01702, -0.54879, 0.46858)  0.076
Cl (0.77625, -1.70124, -0.61383)  0.048
H (0.68435, 2.80385, -1.12275)  0.190

---

[2]
Density functional theory data (ωB97M-V with the def2-TZVPD basis set) for a cluster of 2 separate species, H3N2O3S in total in a non-equilibrium geometry.

* orbital gap: 8.751 eV
* charge: -1
* ΔE to the lowest compared entry with this formula, charge and spin: 155.7 kJ/mol

Last column: natural (NBO) charge in e.
Element x y z (Å)
N (1.25721, -0.57332, 0.29178)  -0.298
N (1.25698, -0.40750, 1.53780)  -0.359
O (-2.02142, 2.01236, -2.30333)  -0.980
O (0.10379, 2.39520, -1.07968)  -1.045
O (-0.22019, 0.09176, -1.80133)  -1.033
S (-0.23711, 1.55680, -2.24407)  1.633
H (-2.21505, 1.90249, -1.35754)  0.448
H (0.71459, 0.29492, -0.04696)  0.368
H (1.89605, -1.19058, 1.83209)  0.267

---

[3]
Density functional theory data (ωB97M-V with the def2-TZVPD basis set) for a structure of composition C8H19CdNO12S3 in a non-equilibrium geometry.

* orbital gap: 5.660 eV
* charge: -2
* ΔE to the lowest compared entry with this formula, charge and spin: 0.0 kJ/mol

Last column: natural (NBO) charge in e.
Element x y z (Å)
Cd (-1.01015, 0.41085, 0.12562)  1.774
S (-1.26587, 0.81589, 2.68808)  2.627
O (-2.25766, 0.35622, 3.58440)  -1.071
O (-0.40117, 1.48544, 3.64930)  -1.109
O (-0.53358, -0.22620, 1.96754)  -1.171
O (-1.76643, 1.61826, 1.58781)  -1.154
S (-2.84685, -0.72296, -1.30337)  2.641
O (-2.80442, -1.85422, -2.18824)  -1.072
O (-4.17768, -0.14347, -1.25815)  -1.076
O (-2.35064, -1.02005, 0.01211)  -1.175
O (-1.89928, 0.31610, -1.60653)  -1.205
C (-0.82640, 3.48070, -0.44638)  -0.665
C (0.47776, 2.84226, 0.02956)  -0.263
N (0.75830, 1.52133, -0.57175)  -0.513
C (0.79787, 1.66568, -2.07414)  -0.232
C (1.06835, 0.35643, -2.81867)  -0.623
C (2.19552, 1.45480, -0.12013)  -0.219
C (2.37503, 0.89214, 1.32718)  -0.622
H (-1.59806, 3.75428, 0.27321)  0.249
H (-1.51860, 3.00382, -1.14031)  0.245
H (-0.55256, 4.45013, -0.86268)  0.173
H (1.18544, 3.64446, -0.17967)  0.161
H (0.40192, 2.77677, 1.11495)  0.258
H (1.42890, 2.51320, -2.34175)  0.160
H (-0.18684, 1.95876, -2.43821)  0.236
H (1.93610, -0.16989, -2.42104)  0.191
H (1.29091, 0.67801, -3.83610)  0.189
H (0.30919, -0.42560, -2.83307)  0.260
H (2.81973, 0.81065, -0.73943)  0.185
H (2.75877, 2.36964, -0.30432)  0.160
H (2.09036, -0.15266, 1.20290)  0.227
H (3.42189, 0.93898, 1.62717)  0.182
H (1.82858, 1.42878, 2.10276)  0.251
C (-0.41187, -4.76300, 0.38407)  -0.102
C (-0.91150, -3.93683, 1.52385)  -0.109
O (0.11683, -3.00754, 1.70232)  -0.645
S (0.86102, -2.62043, 0.30533)  2.460
O (2.33446, -2.77738, 0.51871)  -0.886
O (0.34272, -1.35794, -0.21909)  -0.880
O (0.13697, -3.91389, -0.52801)  -0.647
H (-1.26020, -5.30313, -0.03630)  0.208
H (0.42381, -5.35935, 0.75028)  0.160
H (-0.99355, -4.46825, 2.47198)  0.191
H (-1.78690, -3.32088, 1.31799)  0.251

---

[4]
Density functional theory data (ωB97M-V with the def2-TZVPD basis set) for a structure of composition C27H49MoNP2 in a non-equilibrium geometry.

* ⟨S²⟩: 2.4072
* orbital gap (alpha / beta): 5.430 / 6.212 eV
* 2S+1: 3
* charge: +2
* ΔE to the lowest compared entry with this formula, charge and spin: 0.0 kJ/mol

Last column: Löwdin spin population.
Element x y z (Å)
P (0.03180, -1.54845, -1.89734)  0.063
P (-0.15639, 1.75600, -1.90748)  0.037
C (-0.15940, -0.60876, -3.47155)  0.015
C (0.34601, 0.82979, -3.41319)  0.020
H (-1.21346, -0.65744, -3.79286)  0.001
H (0.42104, -1.18608, -4.19829)  0.001
H (1.44177, 0.88038, -3.54032)  0.000
H (-0.09829, 1.37787, -4.24823)  0.001
C (-1.70216, 2.62153, -2.32872)  0.003
H (-1.98710, 3.23174, -1.45969)  0.001
H (-2.52418, 1.92284, -2.54278)  0.002
H (-1.55148, 3.28246, -3.19273)  0.000
C (1.08904, 2.99570, -1.57554)  0.010
H (1.04790, 3.79260, -2.33050)  0.001
H (2.07842, 2.52350, -1.57563)  0.001
H (0.90134, 3.41211, -0.57646)  0.000
C (-0.98119, -3.03445, -2.09508)  0.025
H (-0.76760, -3.67422, -1.22882)  0.000
H (-0.74082, -3.56301, -3.02857)  0.003
H (-2.04582, -2.76410, -2.06975)  0.002
C (1.76564, -2.10540, -1.89481)  0.005
H (2.46108, -1.25920, -1.80686)  0.001
H (1.98630, -2.66907, -2.81128)  0.000
H (1.90610, -2.75967, -1.02502)  0.001
Mo (-0.66572, 0.08591, -0.34276)  2.231
C (0.48906, 1.66382, -6.47245)  0.001
C (-0.84518, 1.70788, -6.30684)  0.001
C (-1.80522, 1.01085, -7.22251)  0.000
C (-1.40907, -0.41967, -7.66115)  0.000
C (-0.74716, -1.25525, -6.59500)  0.001
C (0.58393, -1.33489, -6.43836)  0.000
C (1.56808, -0.54567, -7.25186)  0.000
C (1.18039, 0.91628, -7.58179)  0.000
C (0.20772, -1.27924, 1.04852)  -0.036
H (1.15874, 2.25869, -5.83794)  0.000
H (-1.30976, 2.36374, -5.56002)  0.000
H (-1.96891, 1.60584, -8.13426)  0.000
H (-2.78364, 0.95681, -6.73090)  0.000
H (-2.33597, -0.92654, -7.96019)  0.000
H (-0.80235, -0.36112, -8.57386)  0.000
H (-1.42517, -1.88958, -6.01167)  0.000
H (1.03490, -2.09609, -5.78660)  0.000
H (1.77887, -1.05897, -8.20277)  0.000
H (2.52613, -0.52930, -6.71658)  0.000
H (2.11810, 1.44517, -7.80064)  0.000
H (0.60882, 0.93977, -8.51848)  0.000
H (1.00436, -0.68574, 1.53612)  0.011
H (0.59018, -2.22783, 0.65392)  0.000
H (-0.59842, -1.46407, 1.77874)  0.007
C (1.96274, 1.71125, 5.36236)  0.000
C (1.27721, 2.28989, 4.15950)  -0.001
C (1.33603, 3.67148, 3.94988)  -0.003
C (0.68493, 4.28001, 2.87924)  -0.002
C (0.76082, 5.77753, 2.75401)  -0.001
C (-0.02352, 3.49350, 1.98170)  -0.017
C (-0.09216, 2.09798, 2.15424)  -0.035
C (0.56870, 1.50485, 3.24638)  -0.015
N (-0.90005, 1.32291, 1.29346)  -0.385
C (-2.30035, 1.15460, 1.66012)  -0.010
C (-2.40437, 0.48226, 3.04177)  -0.013
C (-3.00530, 2.51319, 1.70485)  -0.018
C (-2.89577, 0.27557, 0.56280)  0.052
H (3.02958, 1.97285, 5.35161)  0.000
H (1.56532, 2.11871, 6.30576)  0.000
H (1.87698, 0.61975, 5.41286)  0.000
H (1.88473, 4.29420, 4.67161)  0.000
H (0.34638, 6.28612, 3.63730)  0.000
H (1.80657, 6.10203, 2.68192)  0.000
H (0.22320, 6.14847, 1.87492)  0.000
H (-0.56926, 3.96057, 1.15175)  0.000
H (0.50308, 0.42692, 3.39851)  0.000
H (-1.86531, -0.47247, 3.07065)  0.001
H (-1.99125, 1.12651, 3.82669)  0.000
H (-3.45693, 0.28541, 3.27868)  -0.001
H (-2.90586, 3.02431, 0.74112)  0.000
H (-4.06831, 2.36402, 1.91678)  -0.003
H (-2.58265, 3.15611, 2.47972)  0.000
H (-3.14663, 0.82697, -0.35412)  0.012
H (-2.28835, -0.68340, 0.32879)  0.022
H (-3.85012, -0.10097, 0.94930)  0.006

---

[5]
Density functional theory data (ωB97M-V with the def2-TZVPD basis set) for a cluster of 2 separate species, CH2FIO in total in a non-equilibrium geometry.

* orbital gap: 8.558 eV
* charge: 0
* ΔE to the lowest compared entry with this formula, charge and spin: 265.2 kJ/mol

Last column: natural (NBO) charge in e.
Element x y z (Å)
C (0.84651, 0.79397, 0.66648)  0.145
O (-1.34596, -0.97130, -0.22006)  -0.936
F (1.02366, 1.80811, -0.15123)  -0.332
I (1.99554, -0.80324, 0.13779)  0.188
H (-1.57392, -0.42084, -0.91209)  0.463
H (-0.94584, -0.40670, 0.47910)  0.472